# 1
Density functional theory data (ωB97M-V/def2-TZVPD) for a structure of composition C34H50P2Y at a distorted geometry.

```
87
Properties=species:S:1:pos:R:3:forces:R:3
Y -0.8207 -0.2652 -1.8558 1.1 -0.2 3.3
C -1.3475 1.5358 0.8930 0.4 -0.8 -0.7
C -1.8399 0.1836 0.9415 0.6 -0.1 -0.3
C 0.2514 0.2253 1.8798 -0.6 0.2 -0.7
C -0.0397 1.5328 1.4108 -0.5 -0.8 0.2
C -0.8344 -0.6135 1.5774 -0.1 0.8 -0.8
C -2.0345 2.7655 0.4132 -0.4 0.9 -0.2
H -3.0586 2.5852 0.0531 0.2 0.0 0.2
H -1.4735 3.2179 -0.4278 -0.3 0.1 0.2
H -2.1072 3.5567 1.1838 0.0 -0.4 -0.2
C 0.8395 2.7195 1.4178 0.4 0.9 0.0
H 0.2588 3.6616 1.3316 0.3 -0.5 0.1
H 1.4978 2.6613 0.5324 0.0 0.4 0.4
H 1.4612 2.7931 2.3351 -0.3 0.0 -0.5
C 1.4677 -0.2344 2.5676 1.0 -0.5 0.6
H 1.9009 0.5520 3.2085 -0.1 -0.2 -0.2
H 2.2577 -0.5527 1.8653 -0.2 0.0 0.3
H 1.2839 -1.1015 3.2284 -0.1 0.4 -0.3
C -0.9348 -2.0436 1.9470 0.0 -0.6 0.6
H -0.8744 -2.1417 3.0508 -0.1 -0.2 -0.5
H -0.1146 -2.6581 1.5221 -0.3 0.3 0.3
H -1.8816 -2.4999 1.6124 0.3 0.2 0.2
C -3.2546 -0.2463 0.8265 -0.9 -0.2 0.1
H -3.7612 -0.3028 1.8131 0.1 0.0 -0.5
H -3.3407 -1.2449 0.3773 -0.1 0.0 0.1
H -3.8541 0.4262 0.1983 0.0 0.0 0.1
C -1.4709 -0.1483 -5.6150 1.0 0.4 -1.1
C -2.4965 0.6013 -4.9359 -2.0 0.7 -1.6
C -3.8998 -0.1305 -4.8059 0.2 0.6 -0.2
C -4.0540 -1.5205 -4.1652 -0.4 0.7 -0.8
C -2.8618 -1.9602 -3.3674 -0.6 -1.3 0.4
C -1.8900 -2.7393 -3.9074 -1.3 -0.4 0.7
C -1.3763 -2.7000 -5.2824 -0.1 0.2 -1.9
C -1.6311 -1.4491 -6.2095 0.3 -1.4 -0.7
H -4.1956 -0.2390 -5.8543 -0.1 0.3 0.1
H -4.2689 -2.2483 -4.9833 0.4 0.4 0.7
H -4.6399 0.5367 -4.3639 0.2 0.3 -0.1
H -2.6131 -1.5381 -6.6770 -0.1 -0.1 0.0
H -0.5157 0.3415 -5.8508 -0.4 0.1 0.3
H -2.8539 1.5083 -5.5152 0.2 -0.8 -0.2
H -0.8757 -1.4702 -7.0258 -0.6 -0.5 0.4
H -0.2937 -2.8275 -5.2243 0.0 -0.1 0.2
H -1.5104 -3.6078 -3.3551 0.6 1.0 0.2
H -1.7146 -3.5593 -5.8753 -0.1 -0.2 0.3
H -5.0010 -1.5169 -3.5633 1.1 -0.1 -0.2
H -3.0690 -1.9298 -2.2860 0.2 -0.8 0.0
P -1.4692 1.5411 -3.8012 1.0 -1.9 1.3
P 0.2026 -2.9883 -1.0963 1.9 2.1 -0.6
C 0.4299 -1.0902 -3.4711 -0.8 1.0 -0.3
C 0.9845 -2.3148 -2.8764 -1.3 -1.6 0.9
H 0.9019 -0.7491 -4.3866 0.1 0.0 0.0
H -0.7141 -1.0550 -3.6600 2.0 -1.0 -1.1
H 0.8163 -3.2733 -3.3723 0.3 -0.1 -0.8
H 2.0665 -2.2022 -2.6773 -0.7 0.1 0.1
C 1.6236 -4.1316 -1.0408 0.5 -0.2 0.7
H 1.7654 -4.4524 -0.0012 0.1 -0.2 -0.3
H 2.5430 -3.6547 -1.4118 -0.4 -0.3 0.4
H 1.3742 -4.9967 -1.6824 0.3 0.3 0.3
C -1.0659 -4.2439 -1.1278 -0.6 -0.9 -0.4
H -0.7057 -5.1381 -1.6342 -0.2 -0.2 -0.1
H -2.0204 -3.9619 -1.5475 -0.3 0.2 0.0
H -1.2545 -4.5042 -0.0810 0.1 0.1 0.0
C -1.1219 3.0830 -4.7176 -0.4 1.3 1.2
H -1.8587 3.7561 -4.2292 0.3 0.3 -0.9
H -1.2430 3.0415 -5.8228 -0.2 -0.3 0.9
H -0.1160 3.4958 -4.4652 -0.7 -0.6 -0.1
C -2.7101 1.3903 -2.3960 0.4 1.7 0.1
H -2.2705 1.3089 -1.3611 -0.7 0.7 -0.5
H -3.4802 0.6205 -2.5248 0.1 0.6 -0.2
H -3.0323 2.4246 -2.5670 -1.1 -0.2 1.1
C 6.1900 1.2364 0.6629 -0.3 -0.2 -0.1
C 5.0178 1.4683 1.4240 -0.4 -0.2 -0.5
C 3.7720 1.2683 0.8519 0.5 0.1 -0.1
C 3.6302 0.9328 -0.5218 0.6 -0.1 0.3
C 2.3756 0.9111 -1.1953 1.9 0.1 -1.5
C 2.3712 0.8833 -2.5660 -0.8 0.2 0.1
C 3.5431 0.5311 -3.3281 0.3 -0.1 0.8
C 4.7574 0.3777 -2.6970 -0.5 0.2 0.1
C 4.8418 0.6798 -1.3091 -1.1 0.1 0.9
C 6.0781 0.7952 -0.6463 0.3 0.3 0.6
H 7.1684 1.3968 1.1313 -0.4 -0.2 -0.3
H 5.0762 1.7984 2.4598 0.1 -0.1 -0.2
H 2.8653 1.3968 1.4301 0.4 0.1 -0.1
H 1.4332 1.0940 -3.1024 0.7 -0.1 0.1
H 3.4851 0.3915 -4.3970 -0.2 0.0 -0.1
H 5.6804 0.0873 -3.2233 -0.6 0.3 0.1
H 6.9647 0.5633 -1.2190 0.2 0.1 0.0
```
Positions in Å, forces in eV/Å.

Output
- net charge = +1
- ΔE to the lowest compared entry with this formula, charge and spin (kcal per mole) = 37.5
- electronic energy (Ha) = -2045.948211

---

# 2
Density functional theory data (ωB97M-V/def2-TZVPD) for a cluster of 3 separate species, C34H51N3O11P in total at a distorted geometry.

```
100
Properties=species:S:1:pos:R:3:forces:R:3
C 0.8913 1.8618 2.3343 -0.1 -0.1 -0.2
C 1.6112 1.3221 1.1034 -0.5 0.7 0.2
O 2.8740 0.7384 1.4759 0.2 -0.2 -0.2
P 3.2901 -0.6869 0.9439 -0.7 -0.8 0.1
O 2.2065 -1.6920 0.8358 -0.1 0.3 -0.3
C 4.0553 -0.5392 -0.6793 0.3 0.0 0.0
C 3.0630 -0.0564 -1.7463 0.3 0.3 -0.3
C 2.9933 -0.9988 -2.9594 -0.2 0.2 0.2
C 2.6799 -2.3975 -2.5610 0.1 0.2 -0.5
N 1.4377 -2.8379 -2.1284 0.1 0.2 -0.2
C 1.4762 -4.1312 -1.8543 -0.4 -0.3 0.3
C 0.3437 -4.9854 -1.3891 0.4 0.6 0.0
C -0.4642 -4.2832 -0.2777 0.2 -0.6 0.2
C -1.9405 -4.7172 -0.1599 -0.3 0.1 -0.1
C -2.2682 -6.0490 -0.8432 -0.1 0.3 -0.1
C -2.9351 -3.6291 -0.6453 0.1 -0.6 -0.2
C -2.4125 -2.7176 -1.7763 -0.1 1.0 -0.4
C -1.9754 -1.3736 -1.2309 -0.2 0.0 -0.4
C -2.8465 -0.4524 -0.7789 0.3 0.1 -0.1
C -4.1479 -0.1382 -1.4865 -0.1 -1.0 0.7
C -2.5509 0.2878 0.4952 0.3 0.8 -0.4
N 2.7148 -4.5386 -2.1009 0.2 0.2 0.0
C 3.4936 -3.4714 -2.5509 0.1 -0.4 0.0
C 4.9175 -3.6586 -2.9311 -0.1 -0.4 -0.1
C 5.8613 -3.9628 -1.7363 0.0 0.4 -0.2
N 6.9210 -2.9602 -1.6351 -0.2 -0.1 0.0
O 4.3823 -1.0783 2.0224 0.3 0.4 -0.4
C 5.1405 -2.2756 1.8063 0.3 -0.5 0.5
C 4.4793 -3.5233 2.3828 0.3 0.2 0.3
H 1.0402 2.9336 2.4317 0.1 0.0 0.2
H -0.1756 1.6899 2.2224 -0.2 0.1 0.0
H 1.2001 1.3405 3.2363 0.1 0.0 0.0
H 0.9644 0.6259 0.5719 0.2 -0.4 0.1
H 1.8099 2.1534 0.4272 0.2 -0.1 -0.1
H 4.9803 0.0362 -0.6821 -0.1 0.2 0.1
H 4.3570 -1.5552 -0.9400 0.0 -0.1 0.1
H 2.0536 0.0886 -1.3652 0.0 -0.1 0.2
H 3.3859 0.9194 -2.1078 -0.1 0.1 0.0
H 2.2538 -0.6085 -3.6605 -0.1 -0.1 0.0
H 3.9391 -1.0045 -3.4987 0.1 0.0 0.1
H 0.6171 -2.2578 -2.0394 0.0 0.0 0.2
H 0.7953 -5.9004 -1.0112 -0.2 -0.2 -0.2
H -0.2556 -5.2009 -2.2743 -0.1 -0.2 0.1
H 0.0315 -4.5294 0.6610 0.1 0.1 0.0
H -0.3605 -3.2086 -0.3825 -0.2 0.1 0.1
H -2.1336 -4.8706 0.9014 0.0 0.1 0.1
H -1.5118 -6.8151 -0.6813 0.0 -0.1 0.1
H -3.2258 -6.3983 -0.4626 0.0 -0.2 0.0
H -2.4119 -5.9073 -1.9169 0.1 -0.1 -0.1
H -3.2769 -3.0543 0.2125 0.1 0.3 -0.1
H -3.8193 -4.1378 -1.0335 -0.1 -0.1 0.1
H -3.2218 -2.5500 -2.4897 0.0 -0.2 -0.2
H -1.5854 -3.1875 -2.3119 -0.1 -0.2 -0.2
H -0.9075 -1.1578 -1.1781 0.1 -0.4 1.2
H -4.9432 -0.8420 -1.2234 -0.2 0.1 0.0
H -4.4723 0.8546 -1.1863 -0.1 0.1 -0.1
H -3.9953 -0.1790 -2.5607 -0.1 0.0 -0.1
H -1.5897 0.8042 0.4484 0.1 0.0 0.1
H -3.3119 1.0283 0.7340 0.0 0.1 0.0
H -2.5080 -0.4003 1.3370 0.0 -0.1 0.0
H 3.0336 -5.4849 -1.9735 0.0 0.0 0.0
H 4.9529 -4.4824 -3.6487 0.1 0.0 -0.1
H 5.2712 -2.7826 -3.4671 0.1 0.1 0.1
H 5.2637 -3.9635 -0.8224 0.0 -0.1 0.1
H 6.2763 -4.9615 -1.8603 0.0 -0.1 0.1
H 6.9172 -2.5016 -0.7365 0.2 0.0 0.0
H 7.8326 -3.3642 -1.7871 0.1 0.1 0.0
H 5.3894 -2.4324 0.7556 -0.3 0.3 -0.1
H 6.0880 -2.1170 2.3164 0.1 0.2 0.0
H 3.3964 -3.4477 2.3921 -0.1 0.0 -0.3
H 4.8161 -4.3905 1.8156 -0.2 -0.1 0.0
H 4.8097 -3.6685 3.4096 -0.1 0.0 0.1
C -4.3306 4.4479 3.5490 0.1 -0.1 0.1
C -5.0023 5.6073 3.5548 0.1 -0.1 0.1
C -6.2812 5.7945 2.7753 -0.1 -0.1 -0.2
O -6.8274 6.8775 2.8575 0.1 0.1 0.1
C -6.7743 4.6877 1.9775 -0.1 0.1 0.0
C -6.0942 3.5352 1.9674 -0.1 0.1 -0.1
C -4.8305 3.3436 2.7660 0.2 0.2 0.1
O -4.2824 2.2554 2.6929 -0.1 -0.1 -0.1
O -6.4634 2.4708 1.2634 0.1 0.0 0.0
O -4.6107 6.6759 4.2300 0.0 0.0 -0.1
H -3.4128 4.3038 4.1015 0.0 0.0 0.0
H -7.6816 4.8352 1.4093 0.0 0.0 0.0
H -5.7965 1.7835 1.4530 0.0 0.0 0.1
H -5.2826 7.3659 4.0601 0.0 0.0 0.0
C 0.1332 5.9794 -0.4474 0.1 0.0 0.0
C -1.0222 5.3496 -0.2038 0.2 0.0 -0.1
C -2.1909 6.0426 0.4528 0.0 0.2 0.1
O -3.2016 5.3801 0.6131 0.0 -0.2 0.0
C -2.0442 7.4231 0.8531 -0.1 -0.1 0.0
C -0.8861 8.0580 0.6136 -0.2 0.0 0.1
C 0.2761 7.3737 -0.0669 0.0 -0.2 -0.1
O 1.2788 8.0323 -0.2575 0.0 0.1 0.1
O -0.6650 9.3170 0.9460 0.1 0.0 0.0
O -1.2455 4.0763 -0.5120 0.0 0.0 0.0
H 0.9757 5.4940 -0.9197 0.0 0.0 0.0
H -2.8818 7.9045 1.3378 0.0 0.0 0.0
H 0.2454 9.5248 0.6574 0.0 0.0 0.0
H -2.1622 3.8918 -0.2246 0.0 0.0 0.0
```
Positions in Å, forces in eV/Å.

Output
- net charge = +1
- ΔE to the lowest compared entry with this formula, charge and spin (kcal per mole) = 0.0
- electronic energy (Ha) = -2659.265969

---

# 3
Density functional theory data (ωB97M-V/def2-TZVPD) for a structure of composition C34H51N6OPTb at a distorted geometry.

```
94
Properties=species:S:1:pos:R:3:forces:R:3
Tb -0.3301 0.2622 -0.0568 -3.5 -0.7 3.6
N -1.6140 -1.4594 0.7847 -0.8 0.9 -2.6
N -0.3948 -2.5367 -1.5438 0.4 1.7 -0.2
C 2.0277 0.7846 -0.3832 -0.3 0.5 0.6
C 2.1346 -0.5758 0.0910 -0.1 0.9 0.4
C 1.6517 -0.6318 1.4168 -0.4 2.1 -0.1
C 1.6121 -1.8511 2.2794 -0.3 -0.5 0.7
H 1.5707 -2.7936 1.7374 0.6 0.0 -0.4
H 0.7139 -1.9474 2.9311 0.8 0.6 -0.9
H 2.4129 -1.7832 3.0044 0.6 -0.6 -0.3
C 1.1895 0.7602 1.7925 1.7 -1.2 -1.4
C 0.5177 1.1847 3.0414 0.3 0.5 1.6
H 1.2937 1.4449 3.7377 0.4 1.4 0.3
H -0.0577 0.4020 3.6076 1.1 0.7 -1.2
H -0.2440 1.9586 2.9441 0.3 0.5 -0.3
C 1.4250 1.6116 0.6682 2.1 -1.9 0.5
C 1.0631 3.0591 0.5625 0.4 -0.4 0.0
H 0.2108 3.3334 1.1885 0.1 0.0 0.1
H 0.8615 3.3654 -0.4660 0.1 0.1 -0.1
H 1.9599 3.5610 0.9199 -0.2 0.8 0.0
C 2.7213 -1.7551 -0.6551 0.1 0.6 0.2
H 3.7856 -1.8035 -0.3982 0.0 -0.2 -0.2
H 2.6306 -1.6228 -1.7365 0.0 0.0 0.0
H 2.2409 -2.6982 -0.3770 0.0 0.2 0.0
C 2.5287 1.3269 -1.6857 0.2 0.0 0.3
H 1.8221 1.9994 -2.1923 0.1 0.0 0.0
H 2.7893 0.5262 -2.3790 0.0 0.1 0.1
H 3.4352 1.8924 -1.4520 0.2 0.2 -0.5
C -1.9485 -0.7413 2.0280 5.3 -1.8 -0.2
H -2.2030 0.3546 1.9168 -1.1 -0.7 -0.4
C -2.6230 -1.5896 3.0091 -0.9 0.4 -0.4
H -3.1750 -1.0579 3.7539 -0.4 -0.3 0.7
C -2.3204 -2.9145 2.9557 -0.8 0.5 0.3
H -2.6807 -3.5603 3.7413 -0.2 -0.2 0.2
C -1.5847 -3.4972 1.9261 1.4 -0.6 -0.7
H -1.3799 -4.5386 1.8477 0.0 -0.9 0.5
C -1.1187 -2.7420 0.8436 -2.6 2.3 -0.5
C -0.4438 -3.2019 -0.3186 0.1 -1.3 0.3
H -0.3798 -4.2756 -0.3803 0.2 -0.2 -0.4
C -0.2892 -1.1835 -1.7147 -0.2 -1.4 0.2
C -0.4252 -3.0840 -2.8211 -0.2 -2.1 2.9
H -0.5036 -4.1300 -2.8811 0.0 -1.0 -0.5
C -0.4425 -2.1197 -3.6847 -0.1 2.9 -2.8
H -0.5261 -2.0740 -4.7290 -0.1 -0.5 -1.2
N -0.3805 -0.9067 -3.0339 0.0 -0.5 -0.2
C -0.5888 0.4260 -3.5520 0.2 -1.0 -0.5
C 0.3970 0.9925 -4.3726 -0.3 0.4 0.1
C 0.1685 2.2787 -4.8808 -0.2 -0.1 0.1
H 0.9359 2.7460 -5.5051 -0.2 -0.1 0.2
C -1.0235 2.9688 -4.6281 0.2 -0.2 0.1
C -1.2340 4.3707 -5.1384 0.0 0.2 -0.1
H -1.1127 5.1115 -4.3387 0.0 -0.2 -0.1
H -2.2426 4.5062 -5.5426 0.1 -0.1 0.0
H -0.5199 4.6255 -5.9262 -0.1 -0.1 0.1
C -2.0196 2.3328 -3.8852 0.2 -0.3 0.2
H -2.9784 2.8296 -3.7182 0.2 -0.1 -0.1
C -1.8305 1.0477 -3.3567 0.1 0.3 -0.2
C -2.9626 0.3142 -2.7020 -0.5 -0.1 0.5
H -3.4063 -0.4323 -3.3804 0.3 0.2 0.1
H -3.7684 1.0022 -2.4158 0.2 -0.1 -0.1
H -2.6710 -0.2330 -1.7889 0.0 0.0 -0.3
C 1.6381 0.2436 -4.7536 0.6 -0.2 -0.2
H 1.5197 -0.2484 -5.7301 -0.1 0.1 0.2
H 1.9080 -0.5409 -4.0386 -0.2 0.2 -0.1
H 2.5028 0.9176 -4.8524 -0.3 -0.1 0.1
C -1.9064 -2.3942 6.1587 0.8 0.5 -0.1
N -0.5314 -2.5715 5.6187 -0.6 -2.9 2.8
C -0.1354 -3.9513 5.1544 0.1 1.3 -0.3
P 0.1823 -1.1966 5.0781 1.2 2.9 -6.2
O -0.5304 -0.6671 2.4040 -5.1 0.5 -1.5
N -0.3873 0.0796 6.0119 0.1 0.7 2.5
C -0.5341 1.5428 5.7029 0.1 -0.9 0.0
C 0.1716 -0.0238 7.3468 -0.6 0.6 0.6
N 2.0481 -1.1249 5.0998 -0.3 -1.2 2.2
C 2.8987 -0.0319 4.5789 -0.4 -0.4 0.3
C 2.6405 -1.5429 6.3540 0.9 0.3 0.1
H -2.5534 -3.2674 6.0013 0.5 0.2 -0.1
H -2.3471 -1.5234 5.6663 -0.2 -0.3 0.0
H -1.8390 -2.1476 7.2177 -0.3 -0.2 0.3
H -0.7303 -4.7368 5.6500 0.1 0.6 0.0
H 0.9210 -4.1153 5.3827 -0.1 -0.1 0.1
H -0.2598 -4.0358 4.0601 0.0 0.0 0.3
H -1.2244 1.7502 4.8788 0.4 -0.3 0.1
H -0.9476 2.0710 6.5738 -0.1 -0.6 0.1
H 0.4490 2.0208 5.5483 -0.3 -0.2 -0.3
H -0.5675 0.2797 8.0858 -0.2 0.1 0.4
H 0.4570 -1.0457 7.5635 0.1 -0.1 0.2
H 1.0270 0.6472 7.4589 0.3 -0.1 0.1
H 2.7536 0.8845 5.1628 0.0 0.2 -0.1
H 3.9561 -0.2997 4.7032 -0.1 -0.3 0.3
H 2.8329 0.1647 3.5115 -0.6 0.0 0.1
H 2.6819 -0.6967 7.0562 0.0 -0.2 0.4
H 2.1667 -2.4144 6.8135 -0.2 0.2 -0.1
H 3.6920 -1.7930 6.1876 0.2 -0.3 0.0
```
Positions in Å, forces in eV/Å.

Output
- multiplicity = 7
- net charge = -1
- electronic energy (Ha) = -2895.302740